# 1
180
Properties=species:S:1:pos:R:3 method="wB97M-V/def2-TZVPD" relative_energy_kj_mol=0.0 homo_lumo_gap_ha=0.359 total_charge=+1 mol_weight_g_mol=1712.4
As 17.51 13.44 13.70
H 15.87 19.73 20.34
C 15.06 14.31 25.14
C 19.44 22.89 18.55
C 22.00 19.42 25.50
H 15.74 18.98 18.72
N 24.35 21.68 14.94
F 16.00 20.66 12.76
C 17.24 22.40 17.34
H 18.62 18.94 25.52
N 20.68 19.07 25.24
F 16.66 13.71 12.15
C 22.14 21.76 21.07
H 13.89 16.97 22.51
H 19.72 17.76 23.79
C 19.73 16.95 11.18
S 21.31 20.08 20.91
C 19.05 20.86 25.10
H 15.43 16.90 23.39
H 18.45 17.32 15.42
C 12.89 16.22 15.09
C 19.36 14.13 23.53
C 20.21 18.21 11.83
C 17.55 17.07 18.72
H 16.58 12.36 25.96
H 18.03 17.84 19.35
F 22.34 22.41 19.93
H 18.56 16.89 8.59
O 21.64 21.47 12.29
H 14.89 17.48 12.34
C 19.45 19.61 25.74
F 21.61 22.85 14.90
C 23.61 20.64 15.35
O 14.14 17.08 19.05
H 23.82 18.56 24.59
F 11.14 15.84 20.99
S 13.21 16.03 19.48
C 13.61 12.06 12.58
H 13.11 13.03 10.69
F 19.06 13.05 24.30
F 20.54 14.67 24.00
S 15.32 19.03 14.72
H 19.60 18.41 12.69
F 14.97 21.57 14.45
H 10.74 14.32 15.47
H 19.75 21.73 25.36
H 20.19 22.14 18.80
H 23.44 22.31 13.23
H 22.91 20.16 14.65
H 19.73 16.09 11.85
H 22.28 20.24 26.17
C 14.42 17.20 23.40
O 19.28 20.99 12.80
F 12.27 17.67 21.31
C 23.24 19.51 17.63
C 24.52 21.56 17.17
H 15.24 21.48 17.06
C 16.85 16.01 19.21
F 11.00 17.46 19.60
H 21.96 17.29 21.97
C 22.63 18.32 16.90
H 13.16 14.72 22.52
F 18.58 14.88 13.52
H 23.14 18.06 15.96
O 18.59 16.29 22.39
C 14.26 13.06 23.48
C 24.44 22.02 13.55
H 17.26 17.28 12.63
H 18.13 20.68 19.89
C 22.73 18.66 24.64
C 11.80 16.82 20.38
H 14.16 12.17 22.90
O 22.42 19.23 20.56
C 20.44 22.43 14.44
H 17.38 23.07 16.50
H 19.22 20.79 24.03
C 17.31 17.30 11.53
C 22.23 16.94 22.94
N 17.71 16.87 17.38
O 12.48 15.23 18.53
C 16.15 21.62 17.60
F 17.08 21.01 14.58
H 15.97 17.46 8.56
C 16.57 17.29 9.45
H 20.34 16.68 10.32
O 20.24 20.14 19.90
H 12.05 11.71 11.06
N 15.13 13.08 24.66
H 21.76 15.99 23.10
F 21.30 22.59 21.79
C 17.19 15.69 17.06
H 12.75 16.53 24.62
H 15.63 14.73 25.90
F 19.67 13.56 22.31
H 25.20 22.72 13.39
H 22.36 19.89 18.24
H 13.83 20.93 19.84
H 19.66 23.51 17.63
H 16.92 12.06 24.24
O 13.81 15.32 20.61
O 15.22 19.24 16.14
H 19.64 16.95 16.67
H 13.63 11.31 10.63
H 24.72 21.64 18.23
C 16.09 13.88 18.26
C 17.65 21.23 19.11
N 23.72 20.57 16.72
C 15.56 19.85 19.28
H 14.73 12.22 12.47
F 19.88 23.52 13.92
O 21.20 20.04 14.13
H 15.67 11.13 25.13
N 16.40 20.90 18.72
C 14.05 20.14 19.16
F 19.72 22.07 15.50
H 14.15 17.14 10.66
C 13.04 12.08 11.20
H 15.16 13.87 18.91
F 23.37 21.61 21.66
N 18.15 22.15 18.30
H 20.10 19.14 11.16
O 16.34 18.07 14.26
C 17.94 17.15 9.41
H 14.57 14.37 13.55
H 16.04 13.35 17.29
C 18.88 18.96 16.79
F 18.18 13.30 15.29
H 17.90 19.46 16.78
H 13.81 20.35 18.15
C 16.15 12.11 25.02
F 16.29 12.27 14.06
F 16.31 14.59 14.46
C 11.59 14.07 14.87
H 24.01 19.25 18.36
H 16.72 13.25 18.88
H 22.60 17.40 17.48
H 16.45 15.81 20.16
O 20.84 20.00 22.30
H 13.40 11.10 13.00
C 18.73 17.50 16.48
S 20.65 21.03 13.23
H 14.65 18.72 11.32
H 25.59 23.12 15.94
H 21.63 18.61 16.60
H 19.34 19.15 17.72
N 14.21 15.03 24.47
H 19.58 19.45 16.05
O 14.05 18.79 14.06
N 12.75 14.74 14.68
C 11.74 12.89 14.17
N 12.91 13.00 13.46
C 13.85 16.46 24.55
F 18.55 12.30 12.96
C 24.93 22.27 16.06
C 15.91 20.68 14.05
O 16.93 14.67 23.03
H 11.12 11.97 14.08
H 14.38 16.86 25.46
H 24.75 21.14 12.93
O 18.14 15.90 24.80
C 14.85 17.65 11.28
H 12.71 16.28 16.19
C 13.76 14.29 23.34
H 13.87 16.52 14.77
H 19.51 19.62 26.82
H 18.03 21.17 25.44
C 20.65 18.16 24.23
H 14.26 18.21 23.66
N 18.37 17.16 10.73
N 16.18 17.37 10.76
C 13.53 14.12 13.87
H 17.12 15.29 16.05
H 13.53 19.20 19.38
H 21.17 18.00 12.29
S 18.10 15.40 23.43
H 23.33 16.74 22.93
N 16.65 15.21 18.17
H 12.15 16.87 14.68
N 21.86 17.88 23.94
H 19.34 23.56 19.38


# 2
146
Properties=species:S:1:pos:R:3 method="wB97M-V/def2-TZVPD" smiles="C[C@H](Cl)CN1c2c(CCCCOC=O)cc(P(C)O)c(CCF)c2Sc2c(S)c(O)c(C(F)(F)C(F)F)c(CCc3ccccc3)c21.CCO.CCO.CCO.CCO.CCO.CCO.CCO" homo_lumo_gap_ha=0.309 total_charge=0 mol_weight_g_mol=1058.7
C 7.49 -1.54 4.32
H 6.81 3.72 -0.37
S 3.57 2.30 2.01
C -5.09 -1.14 -2.02
H 6.66 6.22 -0.27
H 0.47 8.56 1.91
N -0.28 -0.99 0.61
H 1.33 -7.62 -3.29
C 1.05 -0.44 0.38
C 1.53 -4.73 -4.94
H 4.99 0.97 -2.88
O 4.83 1.16 -0.27
H 0.72 -8.51 -9.80
C 1.40 -6.54 -3.44
C 4.11 0.37 -3.12
C -9.94 -4.16 -4.15
C -1.03 1.11 1.74
C 1.19 -1.94 -1.61
O -6.00 -2.22 -4.01
H 0.24 -3.81 3.44
O -4.50 -3.78 -4.65
C -3.17 2.04 1.36
H -2.39 6.62 4.46
C 1.60 -4.30 -2.57
H 1.47 -6.12 -1.39
C 7.34 4.28 0.41
H 2.40 0.19 4.90
C 3.80 -0.28 7.01
O -2.85 5.88 4.04
H 7.21 -3.55 5.06
C 1.81 -0.90 -0.69
H -9.07 -4.09 -3.50
H 5.64 5.48 0.99
P -4.47 3.32 1.63
O 7.37 3.51 1.60
H 5.45 0.66 0.27
C -0.18 -1.90 1.80
F 3.71 -1.96 -2.69
H -4.43 0.94 0.03
H -3.55 5.63 1.61
C 4.03 -0.81 -2.07
H -1.13 2.91 3.85
C 1.58 0.54 1.21
H -10.12 -5.21 -4.38
H -3.58 0.50 -2.04
H 0.72 -5.77 -8.43
H -6.64 -0.38 -3.30
H -0.35 -7.16 -10.22
H -2.76 4.57 0.38
C -1.94 2.10 1.99
H 1.93 -6.32 -9.60
S 0.57 1.15 2.55
H -0.23 9.34 4.18
H -10.61 -3.41 -6.06
H 1.35 -1.61 -2.64
H -3.39 -1.86 -0.19
O -5.78 3.00 0.63
Cl -1.36 -3.87 0.16
C -0.61 4.22 2.26
H -8.73 -1.93 -4.56
H -1.90 -1.49 -1.11
H -8.87 -3.74 -5.98
H 0.21 6.54 4.03
C -1.07 -3.17 1.78
C 3.59 0.57 -0.08
H -0.04 3.64 1.53
H 1.76 -2.81 -4.14
C -5.71 -0.94 -3.43
H -3.13 -1.02 -2.88
C 1.71 -3.37 -1.36
H -0.52 -1.32 2.67
C 6.73 -2.86 4.37
H 1.79 9.46 2.68
H 0.47 -4.64 1.89
C -3.71 4.85 0.86
H 1.33 -6.79 -5.60
C 1.48 -5.66 -2.39
H -4.34 5.25 0.05
C 1.40 -6.10 -4.75
H -5.06 -0.32 -4.07
H -2.01 -2.99 2.30
H -5.25 7.07 3.90
C -2.50 0.03 0.24
H -4.50 4.72 4.34
C -4.98 -2.68 -4.81
H -10.79 -3.77 -3.59
C -1.25 0.04 0.85
H -0.94 -5.09 2.85
H 1.26 -3.84 -0.48
H -0.48 -7.95 -8.64
C -9.73 -3.35 -5.42
H 2.85 -0.80 7.07
O 5.39 -2.65 4.82
H 6.46 3.38 1.88
O 3.26 0.64 4.83
H 2.79 -3.31 -1.14
H 7.51 -1.08 5.31
H 1.14 8.47 4.90
C 1.17 8.56 2.74
H -3.68 5.26 5.82
H 2.41 -8.02 -8.12
C 6.67 5.62 0.64
O 1.96 -7.25 -7.76
H 1.53 -4.37 -5.97
H 7.00 -0.84 3.64
C 2.85 1.05 0.99
H -4.44 7.62 5.36
F 5.32 -0.97 -1.63
O -9.51 -1.98 -5.12
H 3.31 1.98 3.31
C 3.68 0.97 6.16
O -0.37 7.31 4.12
H 4.52 -0.97 6.56
C -1.64 3.26 2.94
C -3.64 -0.60 -2.00
H 0.10 -1.99 -1.51
C -2.85 -1.09 -0.75
H -2.54 3.80 3.23
C -3.45 0.99 0.50
C -0.29 -4.26 2.59
H 8.52 -1.70 3.98
H -4.67 -1.99 -5.62
H 4.64 1.48 6.08
H -1.09 5.07 1.76
H 8.37 4.42 0.08
H -5.67 -0.62 -1.25
F 2.99 1.13 -3.06
H 4.96 -2.05 4.20
H -5.83 6.52 5.49
H -5.05 -2.22 -1.83
H 0.86 -2.16 2.00
C -4.00 5.57 4.82
C 0.43 8.48 4.06
H -5.74 3.62 -0.11
H 7.20 6.18 1.42
H 1.82 7.69 2.61
H 2.95 1.67 6.60
C 1.64 -3.86 -3.88
C 1.23 -6.65 -8.83
H 6.70 -3.32 3.38
F 4.29 -0.17 -4.35
H 4.13 -0.04 8.02
C 3.10 -0.41 -0.93
F 0.28 4.74 3.22
C 0.22 -7.62 -9.41
C -4.94 6.76 4.90


# 3
149
Properties=species:S:1:pos:R:3 method="wB97M-V/def2-TZVPD" homo_lumo_gap_ha=0.287 total_charge=+1 mol_weight_g_mol=1087.1
C -2.43 -3.28 -1.21
H -3.02 -2.76 -1.96
H -4.92 -1.94 -5.82
O -5.01 -4.47 -5.23
H -4.52 6.33 -0.42
H -3.12 -6.18 -3.91
H 2.42 -6.01 3.61
H -1.58 -2.43 4.85
O -2.44 -6.30 1.91
C -1.71 1.99 1.18
H 0.44 1.94 8.61
O 0.14 1.96 5.32
H 11.73 -2.73 -3.33
H 5.27 2.14 0.48
O 2.34 -4.47 5.00
C -1.69 -5.36 1.82
C -5.04 -1.13 -5.10
H 9.59 -2.57 -1.55
C 0.55 1.27 6.52
N 0.30 -2.49 0.14
C -0.62 -2.29 4.36
H -0.84 0.03 1.08
H -1.93 2.73 0.42
C -0.92 -2.57 0.60
C 8.92 -1.04 -2.98
N -1.96 -2.23 -0.25
C -0.51 3.11 5.64
C -6.43 -2.02 -3.39
C 0.16 -3.57 4.63
O 4.00 -5.96 4.85
H 0.24 -3.66 5.71
C -0.92 -1.87 2.91
C 1.79 8.08 0.03
C 0.63 8.77 0.74
H 1.03 -3.08 0.51
H -1.05 -3.01 -3.82
H -0.71 -4.61 -1.30
N -1.05 -2.97 1.93
H -1.86 -4.75 -2.59
C -5.28 7.05 -0.73
H 0.54 -1.87 -0.62
H -0.32 4.33 7.40
H 0.19 3.15 -0.03
H 0.49 4.29 1.30
O -4.89 -6.46 -6.23
H 5.23 0.02 1.45
H 2.48 0.75 1.01
C -0.54 -3.11 -2.88
C -4.25 -1.49 -3.86
H 2.40 2.81 2.02
H -3.53 0.35 -0.28
H 9.38 -3.13 -3.21
O -3.05 -1.43 -3.70
C 10.90 -0.91 -4.13
C 11.13 -1.89 -2.99
H 5.56 -2.48 -0.57
C -6.47 -1.04 -4.56
H -4.01 -8.03 -7.23
C -1.35 -4.03 -1.96
H -0.09 -1.26 2.56
C -2.63 -7.00 -5.88
H 0.05 1.65 2.43
C 0.59 2.34 7.61
H -0.36 -4.46 4.29
C -1.61 0.59 0.55
H -5.48 8.44 -2.40
H 7.89 -1.25 -3.26
O -1.01 3.82 4.82
C -5.57 8.02 0.42
C -0.57 8.03 0.16
C -3.99 -7.59 -6.24
H 1.55 2.86 7.58
C -0.45 2.48 1.94
H 7.30 -2.34 -0.30
H -3.98 -1.83 -0.16
H -1.34 0.69 -0.50
H 0.58 9.84 0.59
C -4.52 9.10 0.20
H -0.76 3.17 2.71
O 11.69 -0.53 -4.93
H -1.79 -1.22 2.93
C -3.10 -1.61 0.43
H 4.22 -0.63 0.16
H -4.68 -0.20 -5.52
H -4.34 -8.32 -5.51
H -2.35 -5.01 -5.01
H -1.95 -7.73 -5.43
C 9.71 -2.29 -2.60
H -6.55 8.47 0.34
H -0.35 -6.17 0.73
C -3.03 -5.86 -4.95
H 2.03 -2.63 4.22
C 3.51 1.73 -0.71
H 5.58 1.40 -1.08
C 4.92 1.38 -0.21
C 5.10 -0.01 0.37
H 8.92 -0.29 -2.17
H -7.23 -1.28 -5.29
C 2.01 2.85 1.00
H -3.99 7.49 -2.44
H -2.55 1.98 1.88
O -4.03 9.02 -1.06
C 1.58 -3.62 4.12
C -0.52 3.29 7.15
H 2.69 8.03 0.64
H 2.02 8.55 -0.93
C -4.71 7.98 -1.79
H -3.28 -2.04 1.41
O 6.25 -0.59 -0.22
H 1.52 0.81 6.35
H -3.11 -3.98 -0.73
H -6.62 -3.04 -3.70
H 1.45 1.24 -0.31
C -2.11 -3.95 2.16
H -6.15 6.49 -1.07
H 2.55 3.65 0.49
H -3.02 -3.77 1.60
H -0.15 -1.46 4.87
H 1.64 -3.97 3.10
C -3.01 -0.07 0.57
H -6.66 -0.03 -4.20
O 1.87 5.71 -0.53
H 0.69 8.58 1.81
H 3.31 1.17 -1.63
C 6.33 -1.98 0.00
H -7.11 -1.75 -2.59
H -0.19 0.50 6.74
C 2.96 -5.52 4.44
H 6.15 -2.19 1.05
H -5.45 7.56 1.40
C 0.53 3.24 1.00
H -1.41 7.98 0.85
C 2.33 1.53 0.27
O -4.18 9.93 0.99
H 3.51 2.78 -0.99
H -1.50 3.00 7.52
O 9.61 -0.48 -4.11
O -0.39 -5.49 1.42
I 1.33 -4.02 -3.35
H -0.91 8.47 -0.78
H -3.57 0.22 1.46
O -0.09 6.69 -0.11
O -5.07 -1.94 -2.90
C -4.40 -5.48 -5.46
H -0.42 -2.12 -2.47
H -2.14 -6.60 -6.77
H -2.39 -3.96 3.21
H 11.65 -1.37 -2.19
C 1.25 6.69 -0.23